i | Molecular formula: CH3N5O
Method: DFT, ωB97M-V with the def2-TZVPD basis set

XYZ file:
```
10
Properties=species:S:1:pos:R:3:nbo_charge:R:1
N 1.2965 -0.7664 0.0217 -0.5748
C 0.2822 -0.0078 0.0332 0.6045
N 0.0927 1.2808 -0.0756 -0.4081
N -1.2280 1.5669 0.0983 0.3154
N -1.9857 0.4473 -0.0652 0.0044
N -1.2188 -0.6479 -0.0351 0.4025
O -1.4558 -1.7681 0.0605 0.0738
H 2.2794 -0.6513 -0.1457 0.5057
H 1.3324 -1.7584 0.2604 0.4970
H 0.6052 2.3049 -0.1525 0.5797
```

Computed properties:
- LUMO level (alpha / beta) (eV) = -14.640 / -14.642
- charge = +2
- HOMO energy (alpha / beta) (eV) = -22.80 / -22.80
- structure (SMILES) = [NH2+]=C1NN=N[N+]1=O

ii | Molecular formula: CH3N5O
Method: DFT, ωB97M-V with the def2-TZVPD basis set

XYZ file:
```
10
Properties=species:S:1:pos:R:3:nbo_charge:R:1
N -0.3516 0.5044 0.4762 -0.5638
C 0.2262 0.4840 -0.6405 0.5905
N 0.8683 -0.4408 -1.4057 -0.3936
N 1.3097 0.0656 -2.5325 0.2819
N 1.0716 1.2952 -2.6583 0.0015
N 0.3876 1.7634 -1.5723 0.3996
O -0.0338 2.7982 -1.3423 0.0929
H -0.4743 -0.4916 0.8164 0.5098
H -0.8858 1.4294 0.7922 0.5412
H 1.0405 -1.5233 -1.1870 0.5400
```

Computed properties:
- LUMO level (eV) = -14.580
- charge = +2
- HOMO energy (eV) = -22.75
- structure (SMILES) = [NH2+]=C1NN=N[N+]1=O

Which of them is least stable? Easy: i.

i | Molecular formula: C2H4O4
Method: DFT, ωB97M-V with the def2-TZVPD basis set

XYZ file:
```
10
Properties=species:S:1:pos:R:3:nbo_charge:R:1
O 0.9479 1.5141 -1.0022 -0.5510
C 1.9680 2.0184 -0.6371 0.6055
O 2.3317 1.8345 0.6213 -0.6601
H 2.4699 2.6046 -1.3776 0.1221
H 2.8124 2.6586 0.8668 0.4839
O -2.4588 -2.2274 -1.0508 -0.5674
C -2.4131 -2.3539 0.1445 0.6552
O -1.5034 -1.9418 1.0344 -0.6839
H -3.4217 -2.5787 0.7774 0.0956
H -0.7329 -1.5284 0.6234 0.5001
```

Computed properties:
- LUMO level (eV) = 0.392
- charge = 0
- HOMO energy (eV) = -10.63
- structure (SMILES) = O=CO.O=CO

ii | Molecular formula: C2H4O4
Method: DFT, ωB97M-V with the def2-TZVPD basis set

XYZ file:
```
10
Properties=species:S:1:pos:R:3:nbo_charge:R:1
O 0.5184 1.8019 -0.3969 -0.6663
C 0.6113 0.8511 0.4772 0.6299
O -0.8791 0.1980 0.7862 -0.5739
C -0.3617 -0.9646 0.2488 0.5937
O -1.1201 -1.6007 -0.7069 -0.6715
O 0.9202 -0.4549 -0.1317 -0.5702
H -0.1013 1.7006 -1.0973 0.5000
H 1.2565 1.2089 1.2185 0.1745
H -0.0044 -1.6978 1.0447 0.1171
H -0.8398 -1.0424 -1.4426 0.4669
```

Computed properties:
- LUMO level (eV) = 0.598
- charge = 0
- HOMO energy (eV) = -10.80
- structure (SMILES) = O[C@H]1O[C@@H](O)O1

Which of them is least stable? Easy: ii.

i | Molecular formula: C23H27FN2O3
Method: DFT, ωB97M-V with the def2-TZVPD basis set

XYZ file:
```
56
Properties=species:S:1:pos:R:3:nbo_charge:R:1
C -4.9954 -4.0572 -0.9738 -0.2471
O -5.5872 -2.7980 -0.7419 -0.4603
C -5.0573 -1.9830 0.0214 0.3584
C -3.7855 -2.2301 0.3666 -0.4064
C -3.3289 -1.1182 1.3379 -0.1364
C -4.0978 -0.0266 1.7664 -0.1378
C -3.4996 1.3365 2.2628 -0.3844
C -3.0518 2.3733 1.2756 -0.1909
N -2.3344 1.8979 0.3958 -0.4952
C -1.0114 1.6724 0.7230 -0.1492
C -0.1108 1.2249 -0.7534 -0.3231
C 1.2046 0.6718 -0.4740 0.6640
O 1.3654 -0.1366 0.7718 -0.7932
N 2.2339 0.4230 -1.1184 -0.4689
C 3.4324 -0.0388 -0.7759 -0.1512
C 4.5153 0.9888 -0.5053 -0.4480
C 5.8759 0.3644 -0.0540 0.0472
C 6.8686 0.2077 -1.0103 -0.2529
C 8.0427 -0.3933 -0.7165 -0.2037
C 8.2404 -0.8045 0.5139 0.3533
F 9.4319 -1.7324 0.9071 -0.3887
C 7.2011 -1.0340 1.2330 -0.2326
C 5.9973 -0.3515 1.3858 -0.1508
C -0.9287 0.3555 -1.4365 -0.4096
C -2.0112 1.1903 -2.0933 -0.4592
C -2.8693 1.5667 -0.8508 0.6886
O -4.0939 2.0270 -1.0000 -0.6518
C -5.3355 0.2114 1.0051 -0.1183
C -5.9145 -0.7912 0.2704 -0.2652
H -4.5968 -4.6360 -0.1742 0.1848
H -4.0402 -3.9024 -1.5422 0.1747
H -5.6959 -4.5569 -1.4423 0.1906
H -3.1349 -2.9996 0.3975 0.2291
H -2.0725 -1.0740 1.5500 0.2060
H -4.0763 1.4416 2.9934 0.2045
H -2.4780 0.9903 2.9254 0.1668
H -3.9326 2.8654 0.9462 0.2530
H -2.4577 3.2106 1.8814 0.1840
H -0.4401 2.5359 1.1542 0.2099
H -0.9262 0.7611 1.4131 0.2383
H 0.3512 2.0708 -1.2330 0.2124
H 2.1696 1.3843 -1.9411 0.3261
H 3.8989 -0.5037 -1.7424 0.1682
H 3.3730 -0.6682 -0.1845 0.2054
H 4.1021 1.3407 0.5513 0.2161
H 4.5928 1.8493 -1.2063 0.2208
H 6.6860 0.8294 -1.8895 0.2174
H 8.7563 -0.2480 -1.1823 0.1918
H 7.1892 -1.4524 2.4243 0.2410
H 5.1713 -0.3422 1.8504 0.2048
H -1.1291 -0.6706 -0.9310 0.2844
H -0.1813 -0.1890 -2.3686 0.1853
H -2.7827 0.5298 -2.6730 0.2470
H -1.9467 1.9471 -2.6659 0.2298
H -5.9634 1.2646 1.3730 0.2137
H -6.8319 -0.7944 -0.0165 0.2072
```

Computed properties:
- LUMO level (eV) = -0.050
- charge = 0
- HOMO energy (eV) = -8.12
- structure (SMILES) = COc1ccc(CCN2C[C@@H](C(=O)NCCc3ccc(F)cc3)CCC2=O)cc1

ii | Molecular formula: C23H27FN2O3
Method: DFT, ωB97M-V with the def2-TZVPD basis set

XYZ file:
```
56
Properties=species:S:1:pos:R:3:nbo_charge:R:1
C 3.6119 -3.9966 -1.3719 -0.6221
C 3.3139 -2.6421 -0.8031 -0.0495
C 3.6757 -2.3213 0.4965 -0.1764
C 3.3828 -1.0862 1.0483 -0.3022
C 2.7069 -0.1382 0.2945 0.3613
O 2.3511 1.1183 0.7174 -0.5232
C 2.5921 1.5133 2.0445 -0.0782
C 1.6266 0.8556 3.0541 -0.2570
N 0.2927 0.7419 2.5025 -0.4429
C -0.3678 1.9834 2.1733 -0.4127
C -0.1350 -0.4984 2.1498 0.7061
O 0.4779 -1.5005 2.4656 -0.6309
C -1.4013 -0.5911 1.3099 -0.3155
C -2.0965 -1.9370 1.4878 -0.3809
C -3.3646 -1.9468 0.6466 -0.4984
C -3.2397 -1.3518 -0.7454 0.6875
O -4.1507 -1.4598 -1.5480 -0.6452
N -2.1138 -0.6648 -1.0400 -0.4368
C -1.9700 -0.0602 -2.3528 -0.2502
C -2.0001 1.4403 -2.2382 -0.1071
C -3.1147 2.0813 -1.7087 -0.1775
C -3.1369 3.4541 -1.5454 -0.2261
C -2.0388 4.2175 -1.9096 -0.1957
C -0.9181 3.6060 -2.4419 -0.2797
C -0.9165 2.2315 -2.5950 0.3952
F 0.1896 1.6446 -3.1084 -0.3328
C -0.9822 -0.4976 -0.1558 -0.2013
C 2.3547 -0.4421 -1.0193 -0.2776
C 2.6534 -1.6775 -1.5548 -0.1937
H 2.8359 -4.7041 -1.0775 0.2184
H 4.5634 -4.3713 -1.0010 0.2149
H 3.6449 -3.9628 -2.4583 0.2133
H 4.1960 -3.0515 1.0993 0.2081
H 3.6889 -0.8855 2.0625 0.2141
H 3.6289 1.3172 2.3440 0.1847
H 2.4375 2.5965 2.0302 0.1900
H 1.6078 1.4495 3.9731 0.1982
H 1.9437 -0.1618 3.2893 0.2507
H -1.4379 1.9227 2.3660 0.2086
H -0.2096 2.2704 1.1301 0.2044
H 0.0405 2.7664 2.8111 0.2082
H -2.1046 0.2109 1.5426 0.2117
H -2.3408 -2.1064 2.5379 0.2186
H -1.4139 -2.7291 1.1782 0.2217
H -4.1512 -1.3709 1.1450 0.2264
H -3.7497 -2.9612 0.5283 0.2424
H -1.0335 -0.3966 -2.8072 0.2146
H -2.8149 -0.4099 -2.9534 0.2647
H -3.9683 1.4812 -1.4311 0.2291
H -4.0134 3.9324 -1.1356 0.2169
H -2.0543 5.2891 -1.7828 0.2176
H -0.0489 4.1729 -2.7359 0.2308
H -0.5302 0.4767 -0.3630 0.2095
H -0.2241 -1.2668 -0.3604 0.2120
H 1.8553 0.3101 -1.6091 0.2257
H 2.3696 -1.8938 -2.5748 0.2084
```

Computed properties:
- LUMO level (eV) = 0.611
- charge = 0
- HOMO energy (eV) = -8.28
- structure (SMILES) = Cc1ccc(OCCN(C)C(=O)[C@@H]2CCC(=O)N(Cc3ccccc3F)C2)cc1

Which of them is least stable? Easy: i.